C3H3NO | ωB97M-V with the def2-TZVPD basis set

The geometry in XYZ format:
```
8
Properties=species:S:1:pos:R:3:forces:R:3
C 0.262 0.420 0.724 -1.487 -1.707 -2.159
C 0.248 0.397 -0.722 -0.644 -0.705 1.767
C 0.041 -0.852 -0.007 -3.716 1.493 0.286
N -0.960 0.754 -0.004 -0.383 2.318 -0.058
O -1.532 -0.562 -0.032 2.170 -1.938 0.414
H 0.788 0.819 1.483 1.457 1.335 2.367
H 0.742 0.828 -1.480 1.551 1.354 -2.555
H 0.412 -1.804 0.038 1.052 -2.151 -0.061
```
Positions in Å, forces in eV/Å.

The HOMO energy is -9.8340 eV.